Molecular formula: C9H11CoNOSbSe4
Method: DFT, ωB97M-V/def2-TZVPD

Last column: Mulliken charge in e.
CARTESIAN COORDINATES (ANGSTROEM)
Sb1 -2.00 -3.93 -1.45  0.624
Se1 -0.58 -2.60 0.05  -0.531
Se2 -2.13 -3.07 -3.72  -0.736
Se3 -1.67 -6.29 -1.10  -0.694
Se4 -4.44 -3.37 -0.91  -0.439
Co1 0.10 -0.21 -0.05  -0.229
O1 -1.64 1.02 -0.58  -0.626
N1 -2.52 1.98 -2.40  -0.402
C1 1.54 0.28 4.06  -0.577
C2 0.68 0.26 -1.98  -1.002
C3 -1.64 1.14 -1.80  0.701
C4 1.11 0.33 1.64  -0.614
C5 2.56 1.22 3.94  -0.232
C6 -0.67 0.40 -2.68  -0.023
C7 2.15 1.26 1.56  0.285
C8 0.84 -0.15 2.94  0.085
C9 2.87 1.71 2.68  -0.549
H1 -0.66 0.88 -3.68  0.375
H2 3.11 1.55 4.81  0.326
H3 -3.25 2.38 -1.84  0.241
H4 1.23 1.22 -2.03  0.371
H5 -1.10 -0.60 -2.81  -0.222
H6 -2.60 1.99 -3.40  0.200
H7 3.67 2.43 2.56  0.316
H8 1.29 -0.48 -2.49  0.382
H9 0.06 -0.90 3.07  0.335
H10 1.29 -0.12 5.04  0.323
H11 2.43 1.66 0.59  0.311

Values from the calculation:
- F_max: 0.62 eV Å⁻¹
- Total energy: -11708.362797 Eh
- Orbital gap (spin up / spin down): 6.131 / 5.561 eV
- Multiplicity: 5
- Total charge: -2
- LUMO level (spin up / spin down): 4.68 / 3.93 eV
- Molar mass: 645.73 g mol⁻¹